(1)
Computed, not measured: C8H27N10O6Tl as an isolated structure in a non-equilibrium geometry, with the ωB97M-V functional and the def2-TZVPD basis.

Properties
HOMO energy (alpha / beta)   -11.48 / -11.48 eV
Total charge   +1
Kohn-Sham gap (alpha / beta)   10.0 / 7.3 eV
Multiplicity   2

XYZ file:
```
52
Properties=species:S:1:pos:R:3:forces:R:3
Tl 0.509 -0.929 0.851 -0.47 -0.17 0.09
C 0.571 4.249 -0.887 -0.18 -0.50 1.53
C 0.569 2.767 -1.274 0.67 -0.58 0.24
C 1.619 2.497 -2.333 0.51 -0.31 -0.33
O 0.632 1.822 -0.212 -0.04 1.65 -0.77
H 1.329 4.410 -0.120 0.66 -0.05 -0.35
H -0.304 4.495 -0.285 -0.51 0.26 -0.56
H 0.738 4.942 -1.711 -0.24 -0.23 0.04
H -0.375 2.455 -1.720 -0.61 0.02 -0.14
H 2.574 2.970 -2.106 0.01 0.13 0.26
H 1.309 2.899 -3.297 -0.10 -0.07 0.00
H 1.811 1.428 -2.432 -0.47 0.15 -0.16
C 2.943 -1.251 -2.386 3.36 3.58 -2.40
O 1.998 -1.381 -1.709 -3.58 -0.13 3.61
N 3.717 -0.152 -2.517 -0.02 3.00 2.15
N 3.296 -2.090 -3.285 -0.10 -5.43 -2.89
H 4.488 0.049 -3.138 -0.37 -0.53 0.13
H 3.318 0.624 -2.008 0.81 0.09 -0.04
H 2.537 -2.756 -3.308 0.55 -0.78 -0.89
H 3.878 -1.935 -4.095 -0.29 0.08 0.41
C -3.196 -2.591 0.511 1.21 4.09 2.40
O -2.136 -2.038 0.620 1.86 1.92 0.94
N -4.367 -2.244 1.055 -2.28 0.34 1.20
N -3.314 -3.580 -0.247 -1.21 -6.09 -4.29
H -5.065 -2.960 0.919 -0.38 0.72 0.55
H -4.557 -1.518 1.731 0.58 -0.31 -0.23
H -2.574 -3.783 -0.904 -0.26 -0.03 0.29
H -4.242 -3.974 -0.310 0.61 -0.47 -0.83
C -2.510 1.716 1.713 1.26 -2.23 0.17
O -1.752 0.765 1.528 -0.87 -0.05 0.59
N -2.254 2.871 1.148 1.19 2.95 -1.97
N -3.608 1.802 2.473 -0.90 -0.53 0.52
H -1.406 2.887 0.599 -0.44 0.20 -0.09
H -2.907 3.641 1.127 0.42 -0.12 -0.16
H -3.986 2.738 2.444 -0.64 -0.71 0.98
H -3.841 1.069 3.127 -0.15 0.50 -0.13
C 0.571 -4.754 -0.754 -5.15 3.61 1.21
O 0.223 -3.656 -0.317 -0.91 0.16 0.19
N 1.747 -5.081 -0.838 10.28 -1.41 -0.07
N -0.200 -5.710 -1.174 -4.13 -2.29 -1.31
H 2.397 -4.445 -0.398 0.26 -0.27 -0.35
H 2.087 -5.926 -1.274 0.04 0.32 0.32
H 0.194 -6.577 -1.510 -0.60 0.22 0.11
H -1.195 -5.536 -1.193 0.31 -0.48 -0.10
C 0.935 2.249 3.338 2.84 -4.49 1.73
O 0.887 1.099 2.868 -0.40 0.32 1.01
N 0.839 3.266 2.603 -2.16 4.88 -4.95
N 1.475 2.570 4.524 0.19 -0.85 2.50
H 0.476 3.026 1.692 -0.01 0.38 -0.11
H 0.739 4.220 2.920 0.09 -0.32 0.02
H 1.503 3.517 4.873 0.08 -0.40 -0.10
H 1.877 1.825 5.076 -0.31 0.27 0.05
```
Positions in Å, forces in eV/Å.

natural (NBO) atomic charge list, values in e, 6 entries: 0.9096, -0.6498, 0.0101, -0.6296, -0.2838, 0.2241

(2)
Computed, not measured: a 5-piece molecular cluster, C8H27O5 overall in a non-equilibrium geometry, with the ωB97M-V functional and the def2-TZVPD basis.

Properties
HOMO energy   -13.49 eV
Energy above the lowest of the compared OMol25 structures with the same formula, charge and spin   434.95 kJ/mol
Total charge   +1
Kohn-Sham gap   11.2 eV
Multiplicity   1

XYZ file:
```
40
Properties=species:S:1:pos:R:3:forces:R:3
O -32.166 -18.976 -31.661 3.23 -3.41 -1.08
H -31.526 -18.706 -32.428 -0.80 -0.16 0.58
H -32.868 -18.478 -31.373 -3.01 4.13 0.79
H -32.669 -19.835 -31.744 0.52 -0.55 -0.96
C -32.735 -22.023 -30.043 -1.09 1.17 4.67
C -34.074 -21.899 -30.629 1.27 -2.93 -4.31
O -34.118 -20.922 -31.696 0.22 1.39 1.25
H -31.965 -22.305 -30.671 1.75 0.04 -1.30
H -32.737 -22.748 -29.164 -0.23 0.41 -1.32
H -32.656 -21.060 -29.383 0.85 -1.19 -1.59
H -34.720 -21.798 -29.846 -2.43 0.74 1.57
H -34.349 -22.732 -31.371 0.35 -0.40 2.47
H -34.859 -21.313 -32.145 -0.30 0.95 -1.19
C -30.545 -16.095 -31.621 3.76 1.39 1.64
C -29.779 -16.578 -32.817 1.88 -1.03 1.20
O -29.977 -17.976 -33.081 -1.70 -0.42 1.67
H -30.097 -16.687 -30.718 -0.89 1.36 -1.32
H -31.578 -16.201 -31.612 -1.89 -0.32 -0.43
H -30.301 -14.949 -31.528 -0.46 -2.21 0.19
H -28.647 -16.540 -32.704 -1.30 0.76 0.49
H -29.970 -16.180 -33.753 -0.84 1.97 -1.51
H -29.356 -18.018 -33.770 0.92 -1.58 -1.66
C -33.295 -17.087 -28.859 -3.94 0.69 3.42
C -34.309 -16.564 -29.921 0.48 2.14 1.87
O -34.003 -16.978 -31.212 -1.80 -1.45 -3.38
H -32.359 -17.247 -29.243 2.36 -0.34 -0.92
H -33.731 -18.032 -28.390 0.88 0.93 -0.73
H -33.215 -16.350 -27.883 -0.23 -1.59 -2.76
H -34.001 -15.512 -30.197 -1.52 0.08 2.33
H -35.399 -16.833 -29.606 1.88 0.98 -0.59
H -34.709 -16.482 -31.768 2.03 -1.63 0.91
C -33.698 -18.220 -34.452 -0.19 0.74 4.27
C -32.896 -19.276 -35.097 -1.65 -2.58 -0.28
O -32.216 -20.148 -34.214 0.79 -1.01 1.19
H -34.150 -17.750 -35.243 -1.33 1.40 -1.89
H -33.143 -17.397 -33.890 -0.19 -1.10 -0.72
H -34.537 -18.516 -33.726 1.21 -0.14 -1.09
H -32.147 -18.773 -35.643 0.51 0.30 -1.63
H -33.708 -19.911 -35.652 1.89 1.14 0.14
H -31.689 -20.881 -34.622 -0.98 1.32 0.01
```
Positions in Å, forces in eV/Å.

natural (NBO) atomic charge list, values in e, 6 entries: -0.8366, 0.6007, 0.5482, 0.5748, -0.6514, -0.0691

(3)
Computed, not measured: C8H28NaO6 as an isolated structure in a non-equilibrium geometry, with the ωB97M-V functional and the def2-TZVPD basis.

Properties
HOMO energy   -12.89 eV
Total charge   +1
Kohn-Sham gap   10.4 eV
Multiplicity   1

XYZ file:
```
43
Properties=species:S:1:pos:R:3:forces:R:3
Na -0.118 -0.285 -0.026 1.12 1.08 1.31
C -0.162 0.439 -2.883 -0.75 -0.82 -0.16
C -1.493 0.707 -2.218 0.82 1.79 -0.48
O -1.591 -0.060 -1.018 -4.20 3.68 -7.01
H -0.209 -0.635 -3.064 0.31 0.14 -0.56
H 0.648 0.578 -2.166 -0.95 0.82 -0.90
H 0.026 0.942 -3.831 -0.29 0.32 0.21
H -2.326 0.548 -2.903 -0.07 -0.08 0.13
H -1.454 1.744 -1.887 -0.57 0.49 -0.43
H -2.503 0.108 -0.768 0.23 -0.44 -1.13
C 1.660 0.456 2.307 -0.17 -0.81 1.07
C 2.055 -0.940 1.797 0.13 1.15 1.55
O 0.969 -1.362 1.032 3.93 -1.91 1.32
H 2.470 0.955 2.839 0.07 0.18 -0.40
H 0.868 0.333 3.046 0.02 -0.13 0.23
H 1.182 0.984 1.482 1.08 -0.13 1.28
H 2.147 -1.651 2.618 0.55 0.16 0.27
H 2.997 -0.877 1.253 0.09 -0.21 -0.30
H 1.229 -2.221 0.692 -0.35 -0.11 -0.29
C 1.996 -0.840 -1.777 0.81 -0.61 -0.95
O 0.782 -1.423 -1.368 1.48 -1.95 -1.11
H 2.839 -1.530 -1.805 0.02 -0.06 0.36
H 1.835 -0.473 -2.790 0.83 0.01 0.01
H 2.161 0.007 -1.111 0.62 -0.94 -0.64
H 0.633 -2.258 -1.819 0.13 0.02 -0.24
C -2.428 0.834 1.129 -1.87 0.09 0.53
O -1.102 0.741 1.552 -0.30 1.66 0.94
H -2.633 1.743 0.564 0.08 0.27 -0.06
H -2.602 0.009 0.438 -0.72 0.13 2.61
H -3.142 0.806 1.952 0.07 -0.09 0.15
H -0.887 1.556 2.011 0.07 0.01 0.29
C 0.320 2.436 0.072 0.89 -0.18 -0.10
O 0.942 1.156 -0.199 1.74 4.65 -1.25
H -0.762 2.319 0.015 0.46 0.26 -0.57
H 0.567 2.660 1.109 0.04 0.69 -0.03
H 0.766 3.150 -0.621 -0.52 0.30 0.19
H 1.894 1.281 -0.184 0.04 0.54 0.08
C -1.244 -1.871 1.402 -0.83 -1.70 1.77
O -1.200 -1.719 -0.042 -2.76 -7.04 4.03
H -0.956 -0.954 1.916 -0.21 -1.02 -0.50
H -2.188 -2.154 1.869 -0.83 0.04 -0.90
H -0.585 -2.651 1.785 0.02 -0.09 -0.28
H -1.402 -2.586 -0.401 -0.28 -0.16 -0.03
```
Positions in Å, forces in eV/Å.

natural (NBO) atomic charge list, values in e, 6 entries: 0.7972, -0.6453, -0.0796, -0.7358, 0.2036, 0.2207

(4)
Computed, not measured: a 7-piece molecular cluster, C8H29BrNO8 overall in a non-equilibrium geometry, with the ωB97M-V functional and the def2-TZVPD basis.

Properties
HOMO energy (alpha / beta)   -10.20 / -9.38 eV
Total charge   0
Kohn-Sham gap (alpha / beta)   10.5 / 4.0 eV
Multiplicity   2

XYZ file:
```
47
Properties=species:S:1:pos:R:3:forces:R:3
Br 1.909 0.870 -0.050 -0.13 -0.36 0.09
C -3.563 0.090 -0.401 0.21 -0.14 -1.06
C -2.686 -1.082 0.102 -0.30 0.63 -0.75
C -2.878 -2.410 -0.631 -1.89 -0.45 -0.48
O -4.188 -2.489 -1.234 0.74 2.41 1.79
C -4.533 -3.668 -1.771 -1.42 -1.67 -2.09
N -1.272 -0.735 -0.064 0.20 0.04 0.96
H -3.159 0.394 -1.367 0.16 0.37 0.03
H -3.534 0.939 0.283 0.11 -0.07 0.01
H -4.595 -0.148 -0.658 -0.05 -0.39 0.58
H -3.000 -1.220 1.136 0.69 -0.14 0.24
H -2.880 -3.193 0.128 0.74 -0.36 -0.19
H -2.212 -2.580 -1.477 0.73 0.01 0.39
H -5.525 -3.530 -2.201 -0.31 0.05 0.18
H -4.624 -4.562 -1.156 0.42 0.10 0.69
H -3.972 -3.932 -2.668 0.76 -0.14 -0.04
H -0.922 0.094 0.394 -0.44 0.12 0.02
H -0.879 -0.823 -0.990 -0.26 -0.23 -0.14
O 5.370 0.021 0.694 0.40 -0.11 -0.33
H 4.532 0.064 0.233 -0.19 -0.03 -0.05
H 5.133 -0.123 1.610 -0.18 0.19 0.35
O 3.293 2.778 -2.808 -0.23 0.22 -0.03
H 3.393 2.167 -3.539 0.08 -0.16 -0.23
H 3.429 2.242 -2.027 0.18 -0.09 0.23
O 1.203 3.842 1.596 0.19 0.20 0.02
H 1.150 2.956 1.238 -0.04 -0.19 -0.13
H 0.485 3.889 2.228 -0.18 0.07 0.19
C 2.649 0.077 5.286 -1.31 -0.82 -2.21
C 3.128 -0.367 3.831 -0.79 1.22 0.05
O 3.520 0.770 3.056 0.97 0.40 0.49
O 1.712 1.193 5.173 1.99 -0.98 0.25
H 3.534 0.242 5.901 -0.31 0.32 0.28
H 2.004 -0.733 5.625 0.52 -0.16 0.51
H 2.313 -0.816 3.264 -0.13 -0.50 0.46
H 3.998 -1.024 3.848 -0.15 -0.21 0.32
H 2.903 1.024 2.367 -0.29 -0.25 0.25
H 2.350 1.849 4.883 -0.43 0.92 -0.31
C -0.653 0.069 -3.315 -2.96 0.89 -1.95
C -0.445 1.606 -3.351 0.65 -1.45 0.96
O -0.544 2.015 -1.973 -0.53 0.64 -0.80
O 0.225 -0.770 -2.707 2.38 -0.64 0.80
H -0.886 -0.327 -4.304 0.55 0.10 -0.44
H -1.590 -0.153 -2.805 -0.68 0.91 0.05
H -1.154 2.088 -4.023 -0.65 -0.08 0.70
H 0.496 1.936 -3.791 0.50 -0.34 0.22
H 0.253 1.739 -1.515 0.19 0.24 -0.07
H 0.714 -0.268 -2.052 0.49 -0.09 0.19
```
Positions in Å, forces in eV/Å.

natural (NBO) atomic charge list, values in e, 6 entries: -0.2132, -0.6166, -0.0782, -0.0647, -0.5427, -0.2460

(5)
Computed, not measured: a 7-piece molecular cluster, C8H30O7 overall in a non-equilibrium geometry, with the ωB97M-V functional and the def2-TZVPD basis.

Properties
HOMO energy   -10.12 eV
Energy above the lowest of the compared OMol25 structures with the same formula, charge and spin   242.48 kJ/mol
Total charge   0
Kohn-Sham gap   10.5 eV
Multiplicity   1

XYZ file:
```
45
Properties=species:S:1:pos:R:3:forces:R:3
C -17.470 5.463 -17.859 -0.06 -0.07 0.49
C -17.801 4.705 -16.531 -0.94 0.12 -2.06
O -16.700 4.723 -15.721 1.30 0.30 1.63
H -17.381 6.521 -17.612 0.12 0.03 -0.03
H -18.147 5.392 -18.709 -0.42 -0.28 0.31
H -16.501 5.134 -18.236 0.11 -0.08 0.11
H -18.122 3.675 -16.689 -0.15 -0.15 -0.38
H -18.627 5.193 -16.013 0.10 0.14 0.07
H -16.028 4.106 -16.019 -0.05 -0.03 -0.13
C -14.692 0.248 -9.778 0.48 0.69 -0.27
C -15.432 -0.139 -11.091 0.12 -1.40 1.59
O -14.561 -0.627 -12.098 0.53 0.87 -0.53
H -13.883 0.954 -9.960 0.09 0.06 -0.43
H -14.208 -0.558 -9.226 -0.23 -0.47 -0.40
H -15.286 0.775 -9.031 -0.61 -0.13 -0.25
H -16.079 0.658 -11.457 0.41 0.13 -0.21
H -16.078 -0.978 -10.833 -0.47 0.14 0.11
H -14.532 -1.585 -12.159 -0.28 0.12 0.36
C -9.768 2.082 -20.234 0.04 0.44 -0.17
C -8.886 2.940 -21.129 0.22 -0.46 -0.27
O -9.132 4.333 -20.923 -0.32 -0.29 0.45
H -9.606 2.423 -19.212 -0.61 0.11 0.07
H -9.525 1.019 -20.224 0.42 0.06 -0.37
H -10.791 2.142 -20.608 -0.19 0.25 0.60
H -9.078 2.694 -22.174 0.07 -0.08 -0.15
H -7.849 2.690 -20.903 0.26 0.19 -0.09
H -8.792 4.845 -21.661 0.09 -0.18 -0.05
C -8.171 4.301 -11.533 0.24 1.33 0.22
O -7.785 5.686 -11.549 0.29 0.02 0.50
H -9.245 4.248 -11.717 0.09 -0.54 -0.30
H -7.523 3.742 -12.207 -0.43 -0.27 -0.18
H -7.979 3.975 -10.511 -0.03 -0.09 -0.08
H -8.068 6.167 -12.330 -0.16 -0.44 -0.17
C -16.134 -1.266 -18.830 -2.22 -0.26 -0.30
O -14.913 -1.162 -18.244 2.25 0.23 0.53
H -16.879 -0.755 -18.221 -0.01 0.02 -0.01
H -16.157 -0.833 -19.830 -0.13 -0.03 -0.23
H -16.377 -2.329 -18.850 -0.68 -0.08 -0.40
H -14.392 -1.739 -18.807 0.80 0.13 0.42
O -12.498 2.233 -15.205 0.05 0.27 -0.13
H -12.614 1.400 -15.662 -0.06 -0.22 -0.15
H -12.528 2.003 -14.276 -0.04 -0.06 0.27
O -10.005 6.334 -17.316 0.17 0.15 0.16
H -10.132 6.290 -18.264 0.04 -0.07 -0.29
H -10.776 5.899 -16.951 -0.19 -0.14 0.13
```
Positions in Å, forces in eV/Å.

natural (NBO) atomic charge list, values in e, 6 entries: -0.6410, -0.0501, -0.7154, 0.2091, 0.2075, 0.1993

(6)
Computed, not measured: C8H32B2O4PdS4 as an isolated structure in a non-equilibrium geometry, with the ωB97M-V functional and the def2-TZVPD basis.

Properties
HOMO energy (alpha / beta)   0.20 / -5.16 eV
Total charge   -1
Kohn-Sham gap (alpha / beta)   2.0 / 7.5 eV
Multiplicity   4

XYZ file:
```
51
Properties=species:S:1:pos:R:3:forces:R:3
Pd 0.244 0.301 1.221 -1.38 -0.30 -1.03
B 2.364 0.464 1.636 1.19 -0.01 0.14
H 2.207 -0.379 0.981 0.14 -3.01 -2.35
H 2.074 1.413 1.212 -0.65 3.74 -2.20
H 1.782 0.400 2.543 -1.02 -0.56 3.96
H 3.430 0.557 1.776 3.93 0.32 1.00
B -0.744 1.903 2.532 -0.02 0.40 0.30
H -1.063 0.931 2.874 -1.47 -3.57 1.72
H 0.310 2.037 2.721 3.93 0.76 1.13
H -0.844 1.929 1.458 -1.48 1.38 -3.64
H -1.250 2.670 3.098 -2.19 2.93 1.78
C 1.935 -3.366 1.669 -1.40 -0.23 0.20
S 0.304 -2.919 2.613 0.98 2.23 -1.99
O 0.297 -1.382 2.460 -0.49 -3.28 2.00
C -0.975 -3.505 1.422 0.89 -0.11 -0.53
H 1.883 -4.386 1.287 -0.07 -0.15 0.24
H 2.771 -3.250 2.359 -0.28 0.11 0.06
H 2.023 -2.693 0.816 -0.27 0.26 0.38
H -1.996 -3.363 1.775 0.31 0.08 0.39
H -0.783 -4.547 1.165 -0.07 -0.17 0.31
H -0.839 -2.937 0.502 0.06 0.30 0.14
C -2.901 0.037 -1.689 0.12 0.32 -0.05
S -3.211 -0.334 0.117 2.83 2.26 0.00
O -1.789 -0.396 0.737 -3.28 -0.97 -0.97
C -3.809 1.402 0.534 0.49 -0.56 -0.71
H -2.422 0.986 -1.929 -0.01 0.48 0.96
H -3.809 0.067 -2.291 -0.16 -0.61 0.23
H -2.147 -0.641 -2.088 -0.45 -0.69 0.23
H -4.068 1.523 1.586 -0.17 -0.40 -0.17
H -4.597 1.635 -0.182 -0.34 -0.09 0.31
H -2.990 2.089 0.324 0.24 -0.29 0.05
C 0.402 -2.768 -2.553 0.08 0.44 0.41
S 1.067 -1.186 -1.890 0.35 -0.97 1.63
O 0.661 -1.107 -0.408 0.11 -1.37 -2.47
C 2.822 -1.755 -1.759 -0.08 -0.01 0.15
H -0.643 -2.673 -2.847 0.12 0.42 -0.34
H 0.396 -3.568 -1.812 0.51 0.09 0.28
H 1.068 -3.001 -3.383 -0.28 -0.14 -0.21
H 3.325 -1.961 -2.704 -0.29 0.41 -0.22
H 2.911 -2.676 -1.182 -0.50 -0.03 0.07
H 3.331 -0.986 -1.179 -0.05 0.18 -0.17
C 0.173 3.328 -2.750 -0.15 -0.93 -0.14
S -0.434 2.948 -1.038 0.41 -0.57 1.08
O 0.060 1.546 -0.572 -0.22 2.84 -2.65
C 0.519 4.182 -0.070 0.52 0.09 -0.34
H 0.171 4.367 -3.079 0.27 0.27 0.85
H -0.545 2.895 -3.446 -0.20 -0.45 0.28
H 1.116 2.817 -2.949 0.17 0.23 0.25
H 0.390 5.208 -0.412 -0.49 -0.10 -0.44
H 1.583 3.978 -0.190 -0.02 -0.36 0.18
H 0.241 4.168 0.984 -0.13 -0.61 -0.12
```
Positions in Å, forces in eV/Å.

natural (NBO) atomic charge list, values in e, 6 entries: 1.3812, -0.9305, -0.0026, 0.0248, 0.0381, 0.0459

M readings, ordered: 563.751 203.299 243.296 347.223 238.321 448.652 g/mol